Record 1
The following is a DFT calculation (the ωB97M-V functional and the def2-TZVPD basis) of 2 unconnected molecules or ions with the total composition C5H15N3.

Structure (XYZ):
```
23
Properties=species:S:1:pos:R:3:mulliken_charge:R:1
H 0.24776 -1.43015 1.00489 0.21
H -0.38042 0.51740 -2.63867 0.25
N 0.99113 -0.97840 0.45196 -0.14
H -2.37217 0.39493 -1.44455 0.35
H 0.07627 1.45397 1.10201 0.18
N 0.18121 1.83912 0.16810 -0.50
H -1.75831 -0.73652 -0.28032 0.28
C 1.29039 -1.84512 -0.69138 -1.08
H 0.36191 -2.04874 -1.23035 0.29
C -0.31107 0.98063 -0.78216 0.84
C -2.59610 1.05747 0.58093 -1.23
N 0.07701 1.17133 -2.00010 -0.95
C -1.81456 0.33495 -0.50263 -0.50
H 1.00597 2.31160 -0.18481 0.29
H 2.00170 -1.35264 -1.36036 0.36
H -2.68005 2.12560 0.35386 0.30
H 2.78022 -1.62056 1.42318 0.34
H -2.11031 0.96038 1.55871 0.29
H 1.69465 -2.80809 -0.36591 0.38
H -3.60952 0.65141 0.67363 0.40
H 2.82064 0.01568 0.72145 0.30
C 2.19463 -0.71527 1.24143 -0.98
H 1.90905 -0.27900 2.20111 0.32
```

The calculation puts the calculated total energy at -9897.61999 eV. The spin multiplicity is 1. The charge is 0. The HOMO-LUMO gap is 9.48 eV. For the molecular weight, the calculation gives 117.2 g mol⁻¹. For the energy above the lowest of the compared OMol25 structures with the same formula, charge and spin, the calculation gives 35.31 kcal per mole. Its HOMO energy is -8.6 eV. As for the SMILES: [H]/N=C(/N)CC.CNC.

---

Record 2
The following is a DFT calculation (the ωB97M-V functional and the def2-TZVPD basis) of 3 unconnected molecules or ions with the total composition C3H14N2O2.

Structure (XYZ):
```
21
Properties=species:S:1:pos:R:3:mulliken_charge:R:1
H -1.22900 0.70248 1.70448 0.31
C -0.25120 -1.17290 1.23207 -0.58
H 2.43861 1.24058 -0.53049 0.29
O 1.32711 -0.39024 -2.33419 -0.63
H -1.06744 -1.73668 1.66737 0.26
H -2.84112 0.05005 0.14413 0.34
H 0.73821 0.18491 -1.83003 0.34
H 1.00011 -0.30058 -3.23717 0.29
H 0.92282 -0.24604 2.73805 0.25
N -1.73347 1.20182 -1.24193 -0.59
H -1.70251 -0.83886 -0.83179 0.26
H -1.09206 1.90013 -0.87971 0.23
H 1.72300 -1.18232 1.86586 0.30
H -2.59136 1.74122 -1.34112 0.26
C -1.83165 0.08997 -0.27161 -0.58
H 0.02767 0.83779 0.52879 0.14
O 2.91642 0.55547 -0.04951 -0.63
H 0.12955 -1.64052 0.33263 0.33
N 0.78435 -1.13203 2.25468 -0.66
C -0.80502 0.19457 0.84214 -0.25
H 3.13698 -0.05885 -0.76263 0.33
```

The calculation puts the calculated total energy at -10412.90016 eV. The spin multiplicity is 1. The charge is 0. The HOMO-LUMO gap is 9.65 eV. For the molecular weight, the calculation gives 110.2 g mol⁻¹. For the energy above the lowest of the compared OMol25 structures with the same formula, charge and spin, the calculation gives 20.55 kcal per mole. Its HOMO energy is -9.0 eV. As for the SMILES: NCCCN.O.O.

---

Record 3
The following is a DFT calculation (the ωB97M-V functional and the def2-TZVPD basis) of a molecular structure, C36H31CrN11O5S.

Structure (XYZ):
```
85
Properties=species:S:1:pos:R:3:mulliken_charge:R:1
N -0.41185 -4.20649 1.45585 -1.09
C 4.15698 2.50735 -3.28640 -1.03
C 2.17787 1.12465 -3.38959 0.54
H -6.99443 -1.19583 -0.78932 0.41
N -1.42210 -3.08527 -0.18044 -0.31
O -0.53642 2.22431 -0.48703 -0.80
H 3.23092 -5.45039 2.26974 0.40
O -0.48772 -0.16539 2.87684 -0.68
H -3.51922 6.20903 3.22259 0.37
H -3.30468 5.90169 4.95147 0.38
H 2.30966 2.12791 -0.17807 0.10
C -1.07343 0.77477 -2.95032 -0.82
C -0.38946 -3.74781 -0.67072 -0.06
H -1.90312 6.23099 3.92535 0.29
H -0.09637 -3.77722 -1.70166 0.43
C 3.47373 1.34491 -2.92359 -0.42
C 1.62251 1.79186 0.60396 -0.68
C 0.29584 1.44002 -0.04192 0.13
H 1.50153 2.60552 1.31578 0.33
H 5.15279 2.66669 -2.90329 0.56
C 2.04696 0.46860 1.23203 -0.24
C 2.96580 -3.31127 -0.32648 0.00
H 0.30200 1.48424 -5.87869 0.33
C 4.09866 0.36980 -2.07080 0.62
C 4.60226 -3.86265 1.84797 -0.83
N 5.46470 -0.64422 -0.79962 -0.61
C 1.09714 -0.53815 0.60169 -1.05
C 0.19997 1.75872 -4.82425 -1.33
C -1.38583 -3.39582 1.14019 -0.66
H 1.83725 0.45694 2.30180 0.36
H 1.79505 3.89963 -5.26495 0.48
N -2.39836 -0.44651 1.36155 0.28
N -1.30453 -0.44576 -2.47609 0.28
C 3.47646 -4.63598 1.60276 -0.87
C 2.65798 -4.37003 0.51398 1.39
C 4.89803 -2.79248 1.02904 -1.02
C -6.06378 -1.02821 -0.27476 -1.00
C -6.04776 -0.78193 1.09763 -0.47
H -4.77245 -0.38970 2.80429 0.49
S -1.92482 -0.11935 2.88209 1.02
O 1.13601 -1.74877 0.67483 -0.33
C -2.70320 3.35786 4.71967 -0.82
H 1.68010 0.22247 -3.06871 0.67
H -2.09124 -3.02677 1.85645 0.85
C 4.35795 -1.33387 -0.84264 0.47
C -2.72398 4.28044 3.68012 1.04
C 1.57437 2.03212 -4.24006 0.99
C 1.42905 -5.21313 0.25904 -1.33
C -2.52374 2.01137 4.46050 -0.83
H 1.34498 -5.97781 1.03443 0.36
H -2.26613 2.13029 1.09334 0.15
O -2.62926 -0.93859 3.83491 -0.73
H -2.81569 3.69357 5.73986 0.35
C 3.54420 3.41959 -4.12141 -0.72
C -4.84598 -0.56669 1.74293 -1.04
C -3.67364 -0.62234 0.98137 0.72
C -2.36676 1.58753 3.15713 0.30
H -2.59471 4.52935 1.55254 0.43
N -0.28649 -0.60038 -4.45353 -0.96
H -1.30890 1.69883 -2.45604 0.72
C -2.87706 5.74201 3.96480 -1.49
C 2.26139 3.18744 -4.60060 -0.91
H -6.97241 -0.75508 1.65302 0.44
Cr -1.67048 -0.62520 -0.48565 -0.12
N 0.13422 0.10918 -0.10916 1.87
N -0.45144 0.68412 -4.13355 0.88
O 3.44526 -0.75036 -1.65707 -0.15
N -3.69441 -0.86017 -0.35970 0.45
H -0.87805 -2.32288 -3.41560 0.64
H -0.42927 2.64862 -4.73444 0.43
C -4.86674 -1.05889 -0.95987 -0.18
N 5.30244 0.42973 -1.57491 -0.52
H 5.73849 -2.14505 1.22094 0.53
C 4.07142 -2.51097 -0.06043 0.34
H 1.49340 -5.69201 -0.72341 0.30
C -0.81767 -1.25520 -3.45376 -0.63
H 5.23715 -4.08435 2.69355 0.40
N 0.22463 -4.42711 0.30667 0.99
H -4.82857 -1.25983 -2.02317 0.47
H 2.33569 -3.07952 -1.17004 0.38
H -2.50125 1.27031 5.24360 0.48
H 3.09171 0.19201 1.08385 0.46
H 4.06656 4.32118 -4.40721 0.39
C -2.39892 2.48190 2.10666 -0.03
C -2.58078 3.82785 2.37220 -1.01
```

The calculation puts the calculated total energy at -103723.54067 eV. The spin multiplicity is 5. The charge is 0. As for the expectation value of S²: 6.012. The HOMO-LUMO gap (spin up / spin down) is 7.64 / 8.36 eV. For the molecular weight, the calculation gives 781.8 g mol⁻¹. For the energy above the lowest of the compared OMol25 structures with the same formula, charge and spin, the calculation gives 10.76 kcal per mole. Its HOMO energy (spin up / spin down) is -7.7 / -8.4 eV.

---

Record 4
The following is a DFT calculation (the ωB97M-V functional and the def2-TZVPD basis) of 14 unconnected molecules or ions with the total composition C21H31Br2Cl33O2.

Structure (XYZ):
```
89
Properties=species:S:1:pos:R:3:mulliken_charge:R:1
H 3.09275 1.96772 -4.46775 0.44
H -4.50280 -1.08438 -2.78141 0.00
C -0.00354 0.53512 -0.09387 -0.55
H -4.30351 -3.09235 5.46321 0.33
Cl 1.64255 3.96238 -4.56487 -0.14
H 1.53782 -4.41310 5.41024 0.30
H 3.07019 -3.77933 1.90904 -0.32
H 0.86089 -4.57048 2.39345 0.10
H 3.48280 -3.97767 -2.79607 0.33
C -4.50686 -1.56184 1.72191 0.32
H -4.55225 1.47092 -2.43085 0.50
C -0.60818 -0.60903 -6.10333 -0.43
O 2.71057 -1.26057 -1.43722 -0.07
H 0.89867 -3.02643 3.32177 0.10
H 4.61015 -1.13800 -0.50220 0.33
Cl -3.90219 -4.99126 4.18704 -0.13
H 4.42785 -0.05426 -1.81003 0.29
Cl -3.28604 -0.23226 1.76577 -0.07
Cl 2.28408 1.81224 3.65798 -0.12
Cl -3.12134 -4.43351 6.90027 -0.14
H -2.22461 4.79668 -4.51190 0.38
Cl 1.74315 4.54721 0.29355 0.11
H 2.27945 -3.17332 -0.50024 0.04
H 3.56301 3.14416 2.19045 0.07
Cl 1.14564 1.27096 -3.33259 0.12
Cl -1.62624 3.38328 -2.83933 0.18
C 3.72738 -3.26845 -2.00532 -0.80
Cl -5.74781 -1.15637 2.91527 -0.14
Cl 1.98086 7.36437 0.29068 -0.11
Cl 0.27399 -1.17042 0.64019 0.24
Cl -2.05447 -4.47734 0.87486 -0.10
Cl -1.36299 0.44753 -1.27347 0.36
Cl 3.29294 3.11125 -2.39519 -0.08
C 2.84604 -3.79379 2.97565 0.07
C 2.53798 5.90982 -0.54402 -0.09
Cl -3.87950 5.27558 -2.79238 -0.11
C 3.63324 2.10682 2.51773 0.08
H -5.75636 -0.32246 -3.66823 0.44
Cl -0.78540 -3.94078 -1.67723 -0.10
H -1.11951 -1.20183 -6.86177 0.46
C -3.58795 6.28555 1.47637 -0.11
C -2.17952 4.98100 -3.43853 -0.28
Cl -2.03068 -2.78267 4.73463 -0.03
Cl -5.08264 -1.69855 0.07826 -0.11
Cl 1.15120 -0.40736 -6.54228 -0.14
Cl 5.16867 1.85475 3.30646 -0.12
C 1.36546 -4.00019 3.17337 0.07
O 2.44988 -5.84161 4.16161 -0.44
H 0.40164 -5.31541 4.50723 0.37
Br -4.01547 -1.18167 -5.34612 -0.14
H -2.34902 -2.52719 -0.53897 -0.26
C 1.40055 -4.88489 4.43726 -0.64
H -3.97187 -2.47079 1.99705 -0.07
Cl -1.69231 3.25128 3.64919 -0.10
H 4.20376 -4.88073 4.37508 0.28
Cl -1.28094 1.00074 -5.86832 0.01
H -3.06072 1.14865 -3.45297 -0.31
Cl -1.06370 4.88149 5.99696 -0.12
C -0.48371 4.30967 4.45417 0.20
Cl -3.87470 4.78666 0.65384 -0.03
C 4.61555 -2.15652 -2.44455 -0.56
C -3.41722 -3.70974 5.31683 -0.04
Cl -3.71053 6.12334 3.23937 -0.10
C 4.15423 -1.05937 -1.48914 -0.68
C 3.50576 -5.07311 3.56027 -0.56
Cl -1.07648 6.33104 -2.95551 -0.11
C 2.48429 -2.63154 -1.42361 0.59
H 4.32008 -1.81658 -3.43715 0.25
H 2.23708 5.77279 -1.58266 0.25
H 0.90632 0.72116 -0.66453 -0.12
C -4.67067 -0.40408 -3.61636 -0.27
Cl -0.63296 -1.52976 -4.62108 0.03
H 3.22094 -2.89704 3.46899 0.32
H 4.00999 -5.66529 2.79661 0.32
C 2.38463 2.46643 -3.80596 -0.30
H 4.24005 -3.77495 -1.18756 0.26
H 0.36547 3.63281 4.54826 -0.01
Cl -0.21264 5.60269 3.32502 -0.02
Cl 3.42299 1.07184 1.04656 -0.01
C -2.25446 -3.59599 -0.73084 0.47
Cl -3.73902 -4.19206 -1.62283 -0.11
Br -4.92375 2.35899 -4.70524 -0.16
Cl -2.06538 7.02590 0.94006 -0.10
Cl -0.13051 1.79140 1.18940 0.39
H 1.60155 -2.83184 -2.03085 -0.35
H 5.67577 -2.36223 -2.29718 0.36
Cl 4.35330 5.74879 -0.48957 -0.14
C -4.14618 1.09425 -3.36964 -0.10
H -4.28450 7.07309 1.18884 0.34
```

The calculation puts the calculated total energy at -579697.37212 eV. The spin multiplicity is 1. The charge is 0. The HOMO-LUMO gap is 9.82 eV. For the molecular weight, the calculation gives 1645.2 g mol⁻¹. Its HOMO energy is -9.6 eV.